Entry 1:
{
  "formula": "C3H2I6O3",
  "method": "wB97M-V/def2-TZVPD",
  "e_above_lowest_kj_mol": 308.3,
  "e_tot_ev": -57883.45464,
  "orbital_gap_ev": [6.1, 6.1],
  "symbols": ["I", "I", "I", "I", "I", "I", "O", "O", "O", "C", "C", "C", "H", "H"],
  "xyz": [[2.08084, -0.26723, -1.37575], [-1.02499, 0.78374, 2.28762], [2.16132, 2.83781, -0.86905], [-0.99352, -2.68529, 2.82550], [-1.54095, -2.12248, -1.80153], [2.24191, -0.54339, 2.09013], [-0.20956, -1.89371, 1.16464], [-0.90885, 0.76123, -2.04220], [0.58318, 2.24075, -0.15785], [0.42543, -0.17093, -0.23034], [-0.84233, -0.06829, -0.99922], [0.30353, -0.66203, 1.24581], [-1.68239, 0.15772, -0.23558], [-0.59363, 1.63212, -1.90217]],
  "atomic_forces_ev_per_a": [[-0.3, -1.0, 0.1], [0.3, 0.0, -0.1], [1.4, 1.1, -0.5], [0.2, -0.4, -0.1], [0.5, 1.1, 0.4], [0.4, -0.1, 1.0], [-0.6, -0.8, 0.5], [-0.6, -1.4, -2.2], [-1.7, -1.5, 0.7], [0.1, 0.7, -0.5], [-2.2, -0.4, 2.3], [0.4, 1.9, -1.4], [1.2, -0.7, -1.2], [0.8, 1.5, 1.1]]
}

***

Entry 2:
{
  "formula": "C6H11O",
  "method": "wB97M-V/def2-TZVPD",
  "e_above_lowest_kj_mol": 43.3,
  "e_tot_ev": -8439.02713,
  "orbital_gap_ev": 10.8,
  "charge": 1,
  "symbols": ["O", "C", "C", "C", "C", "C", "C", "H", "H", "H", "H", "H", "H", "H", "H", "H", "H", "H"],
  "xyz": [[-1.23065, 1.52475, 0.42378], [0.09910, 0.10652, 1.84068], [0.54212, -1.02812, -1.83017], [-0.26076, -0.57056, -0.65276], [-0.72080, 0.84228, -0.88382], [-0.92545, 1.11685, 1.57736], [0.79828, -0.41748, 0.52239], [0.12422, 1.60998, -0.97455], [-0.97498, -1.36790, -0.28814], [-0.36070, -0.68117, 2.48715], [-1.46124, 1.03826, -1.62193], [0.65813, 0.67332, 2.54509], [1.19595, -1.35691, 0.73050], [0.04740, -1.35597, -2.79126], [1.31381, -0.34337, -2.29744], [-1.48801, 1.77305, 2.26448], [1.12902, -1.84406, -1.35507], [1.51453, 0.28050, 0.30371]],
  "atomic_forces_ev_per_a": [[-0.6, -1.1, -0.2], [-1.5, -1.0, -0.8], [1.6, -1.1, -2.1], [1.1, 1.0, 1.8], [1.5, 1.7, 1.6], [-0.9, 1.1, -1.7], [-3.9, 0.1, 1.4], [-0.7, -1.6, -0.8], [0.2, 1.3, -0.8], [0.2, 0.4, -0.5], [-0.8, 0.1, -0.2], [1.5, 0.3, 0.7], [1.0, -1.5, 0.3], [-0.1, -0.1, 1.5], [-0.8, -0.1, 1.3], [0.6, -0.8, 0.6], [-0.2, 0.0, -1.2], [2.0, 1.5, -1.0]]
}

***

| no. | largest force on an atom (eV/A) |
| --- | --- |
| 1 | 3.2 |
| 2 | 4.2 |